(1)
{
  "formula": "C11H40NO7",
  "method": "wB97M-V/def2-TZVPD",
  "species": ["N", "H", "H", "H", "H", "C", "O", "H", "H", "H", "H", "C", "O", "H", "H", "H", "H", "C", "C", "C", "O", "H", "H", "H", "H", "H", "H", "H", "H", "C", "C", "C", "O", "H", "H", "H", "H", "H", "H", "H", "H", "C", "C", "C", "O", "H", "H", "H", "H", "H", "H", "H", "H", "O", "H", "H", "O", "H", "H"],
  "positions_angstrom": [[5.859, -22.403, -26.996], [6.682, -22.433, -26.411], [6.147, -22.220, -27.946], [5.241, -21.684, -26.645], [5.455, -23.325, -26.921], [4.261, -20.356, -22.851], [3.628, -20.244, -24.108], [3.651, -20.002, -22.021], [4.520, -21.397, -22.652], [5.147, -19.726, -22.781], [2.669, -20.248, -24.121], [6.733, -16.652, -29.068], [5.537, -16.538, -29.818], [7.581, -16.829, -29.730], [6.826, -15.624, -28.719], [6.675, -17.375, -28.255], [5.546, -16.701, -30.764], [0.678, -20.424, -30.657], [-0.197, -21.545, -29.930], [-0.429, -22.794, -30.691], [0.603, -21.859, -28.791], [0.923, -19.512, -30.112], [0.270, -20.259, -31.654], [1.732, -20.670, -30.781], [-1.170, -21.123, -29.678], [-1.180, -23.309, -30.092], [0.534, -23.285, -30.834], [-0.816, -22.526, -31.674], [0.231, -21.396, -28.037], [5.206, -27.985, -31.339], [6.117, -28.976, -32.140], [6.728, -30.134, -31.402], [5.409, -29.452, -33.227], [5.868, -27.300, -30.810], [4.656, -28.584, -30.612], [4.410, -27.542, -31.938], [6.994, -28.519, -32.598], [7.221, -30.831, -32.079], [5.982, -30.659, -30.804], [7.477, -29.718, -30.728], [5.260, -30.398, -33.156], [4.470, -27.513, -22.466], [5.448, -26.704, -23.345], [6.703, -27.504, -23.745], [4.717, -26.499, -24.575], [3.860, -28.274, -22.953], [3.659, -26.826, -22.223], [4.884, -28.060, -21.619], [5.719, -25.694, -23.038], [7.122, -27.100, -24.666], [6.433, -28.541, -23.945], [7.437, -27.502, -22.939], [3.784, -26.675, -24.431], [9.641, -22.611, -24.983], [10.098, -21.848, -25.337], [10.283, -23.319, -25.032], [7.327, -22.318, -30.697], [6.969, -23.014, -31.248], [8.221, -22.601, -30.503]],
  "atomic_forces_ev_per_a": [[0.470, -0.275, 0.300], [0.657, 0.191, 0.394], [0.041, 0.161, -0.721], [-0.552, 0.346, 0.143], [-0.617, -0.410, -0.094], [-0.499, -0.005, 0.811], [0.572, 0.161, -1.028], [-0.333, -0.102, -0.069], [0.148, -0.033, 0.055], [0.104, -0.104, -0.563], [0.107, -0.017, 0.678], [0.000, 1.355, -1.313], [-1.387, -0.532, 0.217], [0.172, -0.330, 0.223], [0.632, -0.259, 0.792], [-0.146, -0.024, -0.133], [0.735, -0.221, 0.215], [-0.323, -0.949, -0.391], [2.327, 2.665, -0.365], [0.039, 0.455, -0.493], [-0.517, -0.419, 1.030], [-1.391, 0.327, 0.320], [0.029, 0.553, 0.046], [-0.035, -1.302, -0.307], [0.053, 0.200, 0.356], [0.297, -0.764, -0.438], [-0.270, -0.476, 0.168], [-0.243, -0.270, -0.022], [0.080, -0.017, 0.117], [0.943, -1.495, 0.140], [0.242, 0.438, -0.255], [-0.058, 0.311, 1.175], [-1.391, -0.577, -1.511], [-0.412, 0.379, 0.021], [0.070, -0.018, 0.328], [0.626, 0.342, -0.316], [-0.033, 0.990, 0.185], [-0.022, 0.126, -0.070], [-0.029, -0.181, 0.055], [0.114, -0.309, 0.228], [-0.046, -0.001, 0.028], [-0.233, 0.717, 0.409], [-0.544, -1.892, -1.396], [-0.484, 0.170, 0.362], [0.139, 0.502, -0.682], [0.756, -0.262, -0.997], [0.166, 0.218, 0.995], [0.107, 0.650, 0.285], [-0.065, -0.225, 0.855], [0.143, 0.134, 0.149], [-0.084, 0.006, -0.005], [0.106, 0.082, -0.075], [0.019, -0.002, 0.052], [-0.500, 0.025, -0.152], [0.194, 0.253, -0.001], [0.178, -0.249, 0.061], [-0.244, 0.153, 0.561], [-0.151, -0.166, -0.278], [0.341, -0.022, -0.078]],
  "lowdin_charge": [0.366, 0.146, 0.140, 0.153, 0.158, -0.166, -0.136, 0.082, 0.070, 0.079, 0.079, -0.161, -0.137, 0.077, 0.079, 0.066, 0.075, -0.051, -0.484, -0.064, -0.078, 0.066, 0.069, 0.061, 0.133, 0.089, 0.089, 0.086, 0.084, -0.033, -0.527, -0.068, -0.045, 0.063, 0.068, 0.075, 0.126, 0.088, 0.083, 0.082, 0.088, -0.059, -0.444, -0.058, -0.101, 0.082, 0.076, 0.084, 0.125, 0.069, 0.082, 0.078, 0.067, -0.059, 0.032, 0.036, -0.052, 0.038, 0.033],
  "lumo_ev": -3.635,
  "e_above_lowest_ev": 3.245,
  "total_charge": 1,
  "homo_lumo_gap_ha": 0.293,
  "multiplicity": 1,
  "homo_energy_ev": -11.61
}

(2)
{
  "formula": "C11H40O9",
  "method": "wB97M-V/def2-TZVPD",
  "species": ["C", "C", "O", "H", "H", "H", "H", "H", "H", "C", "C", "O", "H", "H", "H", "H", "H", "H", "C", "O", "H", "H", "H", "H", "C", "O", "H", "H", "H", "H", "C", "O", "H", "H", "H", "H", "C", "O", "H", "H", "H", "H", "C", "O", "H", "H", "H", "H", "C", "O", "H", "H", "H", "H", "C", "O", "H", "H", "H", "H"],
  "positions_angstrom": [[-1.644, -0.017, 1.779], [-0.198, 0.245, 1.462], [-0.304, 1.347, 0.644], [-2.211, -0.541, 1.033], [-2.173, 0.897, 1.925], [-1.663, -0.661, 2.640], [0.385, -0.544, 0.974], [0.340, 0.654, 2.270], [0.558, 1.634, 0.393], [-0.011, 3.385, -2.988], [1.236, 2.854, -3.743], [2.314, 3.442, -3.084], [0.239, 3.115, -1.891], [-1.012, 2.877, -3.214], [-0.111, 4.414, -3.134], [1.174, 3.034, -4.818], [1.241, 1.786, -3.545], [2.759, 4.108, -3.617], [-3.613, 1.205, -1.208], [-3.204, 1.161, -2.562], [-3.129, 1.977, -0.552], [-3.557, 0.177, -0.842], [-4.639, 1.495, -1.374], [-2.294, 0.857, -2.542], [-4.517, -2.933, 1.859], [-4.453, -4.119, 1.234], [-3.566, -2.743, 2.483], [-5.399, -2.694, 2.403], [-4.615, -2.126, 1.098], [-4.157, -4.755, 1.885], [0.308, -0.774, -2.016], [-0.739, 0.140, -1.922], [1.138, -0.351, -2.473], [0.005, -1.659, -2.657], [0.611, -1.164, -1.032], [-0.522, 0.619, -1.120], [2.729, 2.824, 0.108], [2.275, 1.881, -0.787], [1.844, 3.353, 0.380], [3.415, 3.493, -0.434], [3.209, 2.421, 0.979], [2.180, 2.345, -1.682], [3.858, -0.491, 0.953], [4.696, 0.381, 0.099], [3.925, -1.533, 0.512], [2.819, -0.215, 0.825], [4.117, -0.444, 1.977], [4.134, 1.146, -0.098], [-1.231, -3.506, 0.069], [-0.205, -2.909, 0.794], [-0.617, -4.078, -0.567], [-1.949, -2.898, -0.464], [-1.682, -4.198, 0.746], [-0.413, -2.976, 1.694], [1.846, -1.506, 3.562], [2.895, -2.332, 3.901], [1.080, -1.433, 4.279], [1.379, -1.924, 2.622], [2.256, -0.535, 3.365], [2.851, -3.218, 3.441]],
  "atomic_forces_ev_per_a": [[0.471, -1.633, 0.637], [-0.696, -0.052, -0.496], [-0.669, 1.758, -2.407], [0.168, -0.334, -0.815], [-0.121, 0.735, 0.543], [-0.458, -0.140, 0.771], [-0.444, -0.245, 0.314], [0.654, -0.467, 1.906], [1.198, 0.434, -0.563], [-0.438, -3.085, 1.141], [-2.644, -0.067, 0.362], [1.518, 0.437, -0.035], [-0.764, 0.825, -1.538], [1.513, 0.550, 0.061], [-0.152, 1.712, 0.038], [0.339, 0.066, 0.082], [0.356, -0.289, -0.351], [-0.070, -0.155, 0.064], [-0.573, 0.244, -0.721], [0.677, 0.590, -0.106], [-0.016, -0.812, -0.591], [-0.027, 0.262, 0.703], [-0.629, 0.008, 0.914], [0.393, -0.279, -0.314], [1.790, 3.787, 0.324], [-0.091, -2.393, -0.906], [-1.440, 0.082, -0.685], [-0.896, -0.582, 1.256], [0.727, -0.442, 0.114], [-0.099, -0.457, -0.104], [-0.934, -2.756, -0.158], [-0.239, 0.104, 0.036], [1.802, 0.870, -0.883], [0.148, 0.966, 0.753], [-0.148, 0.021, -0.261], [-0.496, 0.759, 0.596], [0.144, 1.823, -0.728], [-0.476, -1.440, -2.417], [-0.323, 1.196, 0.942], [0.009, 0.124, 0.610], [0.200, -0.481, 0.379], [0.506, -0.810, 1.713], [0.385, -0.396, -3.081], [-0.954, -0.605, 1.200], [0.185, 1.062, 0.846], [-0.344, 0.203, 0.066], [0.579, -0.059, 0.993], [0.364, -0.546, -0.232], [0.482, -1.136, 0.193], [1.243, 1.920, -0.516], [-0.245, -1.043, -1.800], [-0.023, 0.552, 0.139], [-1.101, -0.543, 0.040], [-0.361, 0.178, 1.924], [-0.490, -0.823, -2.816], [1.359, -2.538, 0.195], [-0.934, 0.009, 1.323], [0.223, 0.907, 0.685], [-0.030, 0.671, -0.188], [-0.110, 1.752, 0.850]],
  "lowdin_charge": [-0.052, -0.320, -0.087, 0.052, 0.079, 0.066, 0.084, 0.101, 0.031, -0.055, -0.296, -0.089, 0.089, 0.096, 0.043, 0.121, 0.095, 0.115, -0.167, -0.142, 0.092, 0.065, 0.070, 0.009, -0.236, -0.091, 0.103, 0.060, 0.086, 0.086, -0.135, -0.124, 0.042, 0.111, 0.073, 0.039, -0.167, -0.168, 0.079, 0.106, 0.084, 0.074, -0.111, -0.139, 0.105, 0.045, 0.051, 0.009, -0.140, -0.120, 0.072, 0.089, 0.071, 0.036, -0.201, -0.116, 0.064, 0.084, 0.062, 0.117],
  "lumo_ev": 0.334,
  "e_above_lowest_ev": 5.324,
  "total_charge": 0,
  "homo_lumo_gap_ha": 0.365,
  "smiles": "CCO.CCO.CO.CO.CO.CO.CO.CO.CO",
  "multiplicity": 1,
  "homo_energy_ev": -9.60
}

(3)
{
  "formula": "C11H40O9",
  "method": "wB97M-V/def2-TZVPD",
  "species": ["C", "C", "O", "H", "H", "H", "H", "H", "H", "C", "C", "O", "H", "H", "H", "H", "H", "H", "C", "O", "H", "H", "H", "H", "C", "O", "H", "H", "H", "H", "C", "O", "H", "H", "H", "H", "C", "O", "H", "H", "H", "H", "C", "O", "H", "H", "H", "H", "C", "O", "H", "H", "H", "H", "C", "O", "H", "H", "H", "H"],
  "positions_angstrom": [[-26.174, -13.338, -3.089], [-25.120, -13.618, -2.069], [-25.682, -14.441, -1.076], [-27.132, -13.024, -2.675], [-26.281, -14.090, -3.871], [-25.871, -12.423, -3.599], [-24.725, -12.716, -1.602], [-24.281, -14.128, -2.540], [-26.285, -13.920, -0.541], [-25.106, -9.647, -0.221], [-24.194, -9.983, 1.016], [-24.497, -9.119, 2.083], [-24.972, -10.466, -0.927], [-24.940, -8.637, -0.595], [-26.178, -9.685, -0.024], [-23.134, -9.956, 0.764], [-24.365, -10.981, 1.421], [-23.856, -9.382, 2.748], [-30.245, -15.372, -1.614], [-30.075, -15.218, -0.176], [-29.390, -14.883, -2.081], [-30.257, -16.451, -1.765], [-31.159, -14.980, -2.061], [-29.662, -14.367, -0.014], [-27.368, -7.649, 2.075], [-27.266, -8.978, 2.437], [-27.654, -7.461, 1.040], [-28.092, -7.351, 2.833], [-26.444, -7.125, 2.318], [-26.332, -9.201, 2.421], [-27.300, -12.968, 1.559], [-27.971, -12.892, 0.339], [-27.027, -12.018, 2.019], [-27.845, -13.718, 2.133], [-26.280, -13.309, 1.382], [-28.484, -12.087, 0.245], [-29.862, -11.027, 2.884], [-29.253, -10.493, 1.754], [-29.514, -10.487, 3.764], [-30.937, -10.904, 2.757], [-29.634, -12.074, 3.083], [-28.519, -9.929, 2.008], [-30.619, -11.361, -1.656], [-30.850, -12.410, -2.622], [-30.692, -10.341, -2.034], [-31.456, -11.308, -0.961], [-29.686, -11.401, -1.093], [-30.285, -12.215, -3.374], [-22.462, -12.629, 3.442], [-23.822, -12.426, 3.114], [-22.158, -12.249, 4.418], [-22.227, -13.692, 3.493], [-21.891, -12.131, 2.659], [-24.290, -13.134, 3.563], [-26.591, -16.320, 2.395], [-27.444, -16.676, 1.327], [-25.768, -15.653, 2.142], [-26.973, -15.858, 3.305], [-25.995, -17.194, 2.658], [-27.701, -15.846, 0.919]],
  "atomic_forces_ev_per_a": [[0.063, 1.665, -1.214], [-0.520, -0.326, 0.347], [0.643, -0.953, 0.676], [-0.094, -0.559, 0.332], [-0.168, -0.216, 0.377], [0.180, 0.131, -0.499], [0.023, 0.304, -0.127], [0.024, -0.195, 0.225], [-0.275, 0.186, -0.200], [0.463, -0.691, 1.173], [-1.332, -0.578, -1.277], [0.286, 0.757, 0.490], [0.350, 0.449, -0.488], [0.454, -0.261, -0.303], [-0.018, -0.090, 0.661], [0.080, 0.382, -0.283], [-0.204, -0.346, -0.652], [-0.173, 0.308, 0.575], [0.624, -0.300, 0.970], [-0.624, -0.020, -0.731], [-0.034, -0.310, -0.405], [0.290, 0.070, -0.237], [-0.126, 0.347, 0.538], [0.050, 0.237, -0.075], [-0.359, 1.256, 1.352], [0.676, -1.688, -0.153], [-0.183, -0.107, 0.030], [-0.452, 1.214, -0.732], [0.086, 0.122, -0.270], [0.561, -0.440, -0.069], [0.962, -0.319, 0.178], [-0.104, 0.059, -1.387], [-1.106, 0.214, 0.377], [0.304, 0.442, 0.858], [0.071, -0.737, -0.226], [-0.067, 0.371, 0.551], [-0.296, 0.302, 0.659], [-0.257, -0.655, -1.429], [-0.270, 0.122, 0.253], [-0.091, -0.152, 0.327], [0.055, -0.259, -0.349], [0.580, 0.262, 0.195], [-0.928, 0.437, 0.039], [0.388, 1.085, 0.844], [0.344, -0.006, -0.854], [0.086, -0.826, 0.211], [0.038, -0.459, -0.178], [0.035, -0.095, -0.124], [0.478, -0.143, -0.173], [-0.175, -0.168, 0.469], [-0.260, 0.455, 0.104], [0.148, -0.088, -0.424], [0.233, -0.190, 0.135], [-0.427, 0.113, -0.051], [1.723, -0.471, 0.071], [0.245, 0.660, 0.836], [-0.059, 0.493, -0.813], [-0.977, -0.317, -0.007], [-0.525, -0.384, 0.303], [-0.439, -0.090, -0.426]],
  "lowdin_charge": [-0.090, -0.320, -0.078, 0.064, 0.079, 0.068, 0.092, 0.116, 0.027, -0.041, -0.284, -0.087, 0.054, 0.077, 0.058, 0.113, 0.080, 0.097, -0.129, -0.133, 0.067, 0.077, 0.061, 0.027, -0.143, -0.146, 0.090, 0.092, 0.086, 0.048, -0.152, -0.126, 0.087, 0.088, 0.066, 0.044, -0.162, -0.142, 0.084, 0.081, 0.068, 0.001, -0.133, -0.111, 0.076, 0.084, 0.050, 0.074, -0.152, -0.133, 0.075, 0.082, 0.081, 0.077, -0.197, -0.082, 0.058, 0.072, 0.078, 0.044],
  "lumo_ev": 0.253,
  "e_above_lowest_ev": 4.191,
  "total_charge": 0,
  "homo_lumo_gap_ha": 0.363,
  "smiles": "CCO.CCO.CO.CO.CO.CO.CO.CO.CO",
  "multiplicity": 1,
  "homo_energy_ev": -9.63
}